(1)
{"formula": "C30H43N8O2PdSi3", "method": "wB97M-V/def2-TZVPD", "symbols": ["Pd", "C", "N", "C", "N", "C", "N", "C", "C", "C", "C", "C", "C", "C", "N", "N", "C", "O", "C", "C", "C", "C", "C", "C", "N", "C", "N", "C", "N", "C", "H", "H", "H", "H", "H", "H", "H", "H", "H", "H", "H", "H", "H", "H", "H", "H", "C", "O", "Si", "C", "C", "C", "Si", "C", "C", "C", "Si", "C", "C", "C", "H", "H", "H", "H", "H", "H", "H", "H", "H", "H", "H", "H", "H", "H", "H", "H", "H", "H", "H", "H", "H", "H", "H", "H", "H", "H", "H"], "xyz": [[1.547, -0.433, -0.592], [-1.247, 0.779, 4.220], [-0.593, 0.012, 3.153], [-0.420, 0.329, 1.877], [0.287, -0.617, 1.270], [0.537, -1.507, 2.279], [0.014, -1.171, 3.428], [-2.594, 1.330, 3.815], [-3.059, 2.498, 4.410], [-4.314, 2.998, 4.088], [-5.107, 2.356, 3.150], [-4.638, 1.196, 2.544], [-3.395, 0.679, 2.890], [-5.428, 0.533, 1.503], [-6.587, 0.822, 1.041], [-6.836, -0.104, 0.012], [-5.801, -0.857, -0.046], [-4.858, -0.523, 0.872], [-5.484, -1.953, -0.963], [-6.355, -2.275, -2.001], [-6.012, -3.279, -2.889], [-4.803, -3.955, -2.756], [-3.941, -3.643, -1.715], [-2.619, -4.350, -1.557], [-1.479, -3.446, -1.747], [-0.819, -2.725, -0.847], [0.093, -1.978, -1.451], [-0.085, -2.287, -2.765], [-1.025, -3.171, -2.989], [-4.292, -2.645, -0.817], [-0.580, 1.586, 4.521], [-1.332, 0.089, 5.057], [-0.840, 1.208, 1.416], [1.100, -2.418, 2.143], [-2.441, 3.022, 5.130], [-4.669, 3.903, 4.562], [-6.077, 2.747, 2.874], [-3.064, -0.242, 2.426], [-7.286, -1.732, -2.102], [-6.682, -3.530, -3.700], [-4.533, -4.724, -3.469], [-2.510, -5.140, -2.294], [-2.514, -4.786, -0.565], [-1.009, -2.769, 0.213], [0.478, -1.845, -3.563], [-3.630, -2.391, 0.002], [2.815, -1.276, -3.785], [2.737, -0.580, -2.538], [3.754, 0.715, -2.194], [3.520, 2.020, -3.474], [5.509, 0.167, -2.300], [3.076, 1.051, -0.501], [1.919, 2.510, -0.335], [2.735, 4.107, -0.850], [1.400, 2.851, 1.426], [0.407, 2.267, -1.424], [4.004, 0.223, 0.895], [5.729, 0.926, 1.046], [3.314, 0.508, 2.600], [4.112, -1.626, 0.586], [3.778, -1.086, -4.263], [2.029, -0.941, -4.461], [2.727, -2.346, -3.609], [3.730, 1.587, -4.458], [4.229, 2.838, -3.325], [2.513, 2.437, -3.499], [5.725, -0.157, -3.323], [5.755, -0.653, -1.626], [6.180, 1.003, -2.085], [3.660, 4.246, -0.281], [2.075, 4.947, -0.608], [2.976, 4.171, -1.910], [2.151, 3.501, 1.884], [1.300, 1.978, 2.063], [0.452, 3.401, 1.428], [0.622, 2.605, -2.440], [-0.404, 2.890, -1.034], [0.007, 1.254, -1.515], [5.653, 2.008, 1.195], [6.367, 0.751, 0.180], [6.237, 0.509, 1.921], [3.314, 1.571, 2.848], [4.005, 0.012, 3.289], [2.319, 0.110, 2.792], [4.976, -1.869, -0.038], [3.252, -2.097, 0.104], [4.247, -2.124, 1.551]], "forces_ev_per_a": [[-0.290, -0.847, -1.675], [0.005, -0.102, -0.159], [-0.030, -0.076, 0.284], [-0.192, -0.037, -0.206], [0.706, 0.475, 0.121], [-0.007, -0.187, -0.169], [-0.121, 0.190, -0.162], [0.009, 0.023, -0.015], [-0.012, 0.025, -0.009], [-0.014, 0.001, -0.001], [-0.004, 0.050, 0.034], [-0.126, -0.005, -0.098], [0.035, -0.065, 0.031], [0.287, 0.043, 0.207], [-0.217, -0.249, -0.340], [-0.043, 0.361, 0.307], [0.189, -0.259, -0.120], [-0.022, 0.010, -0.012], [-0.107, 0.138, 0.044], [-0.040, -0.015, -0.033], [0.021, -0.017, -0.001], [-0.032, 0.001, 0.006], [0.005, 0.062, -0.043], [0.123, 0.032, -0.007], [-0.158, -0.110, -0.163], [0.070, -0.057, 0.144], [-0.061, 0.107, 0.263], [-0.041, 0.021, -0.050], [0.003, 0.112, 0.272], [0.070, -0.013, 0.035], [0.025, 0.037, 0.010], [-0.006, -0.049, 0.009], [0.068, 0.001, 0.012], [0.031, 0.065, 0.004], [-0.007, -0.017, -0.017], [0.012, -0.017, -0.009], [0.020, -0.006, 0.001], [0.017, 0.014, 0.001], [0.021, -0.003, 0.000], [0.012, 0.000, 0.012], [-0.002, 0.009, 0.013], [0.016, -0.037, -0.003], [-0.021, -0.004, 0.024], [0.009, -0.005, -0.039], [-0.035, -0.002, 0.001], [-0.006, -0.009, -0.019], [0.022, -0.076, 0.091], [-0.242, -0.119, 0.170], [0.022, 0.242, 0.289], [-0.055, 0.164, -0.281], [0.298, -0.125, -0.110], [-1.044, -0.598, 0.857], [0.448, 0.236, 0.058], [0.108, 0.164, -0.049], [-0.112, 0.115, 0.225], [-0.237, 0.071, -0.154], [0.380, 0.468, 0.021], [0.180, 0.084, -0.017], [-0.106, -0.006, 0.271], [0.152, -0.273, 0.004], [-0.005, -0.001, 0.050], [0.019, 0.043, -0.009], [-0.022, 0.000, 0.003], [0.002, 0.066, 0.015], [-0.031, -0.035, -0.030], [0.037, -0.006, -0.034], [0.056, 0.017, 0.044], [0.026, 0.017, -0.041], [-0.022, -0.040, -0.023], [-0.044, 0.034, -0.043], [0.043, -0.035, -0.015], [-0.016, 0.009, 0.032], [-0.054, -0.023, 0.010], [-0.007, 0.059, 0.003], [0.065, 0.007, 0.020], [-0.068, 0.026, 0.031], [0.023, 0.047, -0.081], [-0.014, -0.056, 0.068], [0.064, -0.051, 0.006], [-0.012, 0.014, 0.041], [-0.035, 0.020, -0.043], [0.056, -0.058, 0.032], [-0.068, 0.015, 0.010], [0.046, 0.031, 0.025], [-0.004, -0.030, 0.092], [-0.088, 0.018, 0.021], [0.076, -0.022, -0.047]], "mulliken_charge": [0.14, -1.16, 1.12, -1.00, 0.65, -0.96, -1.09, 1.01, -0.98, -0.66, -1.01, 0.00, -0.11, 0.60, -0.49, -0.48, 0.71, -0.22, -0.10, -0.96, -0.69, -0.77, 1.10, -1.34, 0.95, -0.73, 0.56, -0.85, -0.95, 0.01, 0.44, 0.35, 0.82, 0.42, 0.46, 0.42, 0.53, 0.76, 0.53, 0.41, 0.41, 0.44, 0.33, 0.54, 0.53, 0.48, -1.48, 0.05, 0.22, -1.29, -1.32, 0.20, 0.74, -1.26, -0.90, -1.09, 0.68, -1.26, -0.91, -0.95, 0.39, 0.44, 0.47, 0.40, 0.36, 0.34, 0.44, 0.36, 0.35, 0.34, 0.37, 0.37, 0.43, -0.04, 0.40, 0.33, 0.44, 0.28, 0.31, 0.36, 0.36, 0.34, 0.45, 0.13, 0.33, 0.19, 0.44], "lumo_energy_ev": [-3.80, -3.79], "total_charge": 1}


(2)
{"formula": "C30H43NO13PS", "method": "wB97M-V/def2-TZVPD", "symbols": ["C", "O", "C", "C", "C", "C", "C", "C", "C", "C", "C", "C", "P", "C", "N", "S", "H", "H", "H", "H", "H", "H", "H", "H", "H", "H", "H", "H", "H", "H", "H", "H", "H", "H", "H", "H", "H", "H", "H", "H", "H", "H", "H", "H", "H", "H", "H", "C", "C", "C", "O", "C", "C", "C", "O", "O", "O", "H", "H", "H", "H", "C", "C", "C", "O", "C", "C", "C", "O", "O", "O", "H", "H", "H", "H", "C", "C", "C", "O", "C", "C", "C", "O", "O", "O", "H", "H", "H", "H"], "xyz": [[2.992, 0.010, 1.944], [3.061, 0.152, 0.554], [4.324, -0.136, 0.012], [4.322, 0.232, -1.465], [4.690, 1.676, -1.872], [4.911, 2.711, -0.761], [3.694, 3.100, 0.098], [2.317, 2.993, -0.569], [1.191, 3.046, 0.463], [-0.158, 3.564, -0.045], [-0.718, 2.959, -1.350], [-1.838, 1.926, -1.190], [-1.514, 0.160, -0.537], [-1.480, 0.627, 1.293], [0.286, 0.260, -0.658], [-1.241, -2.185, 0.034], [1.952, 0.207, 2.226], [3.664, 0.705, 2.467], [3.237, -1.018, 2.253], [5.099, 0.409, 0.578], [4.533, -1.212, 0.125], [3.307, -0.008, -1.811], [4.993, -0.459, -1.988], [3.928, 2.060, -2.562], [5.620, 1.636, -2.454], [5.716, 2.353, -0.106], [5.311, 3.616, -1.240], [3.829, 4.140, 0.430], [3.691, 2.498, 1.017], [2.191, 3.798, -1.310], [2.227, 2.043, -1.109], [1.064, 2.030, 0.859], [1.504, 3.698, 1.296], [-0.906, 3.419, 0.748], [-0.059, 4.653, -0.175], [-1.119, 3.794, -1.946], [0.097, 2.528, -1.950], [-2.272, 1.743, -2.186], [-2.640, 2.379, -0.584], [-1.571, -0.348, -1.908], [-2.955, -0.051, -0.432], [-1.926, -0.180, 1.878], [-2.075, 1.538, 1.427], [-0.471, 0.817, 1.672], [0.741, -0.405, -0.044], [0.544, -0.017, -1.599], [-2.469, -2.482, 0.462], [-8.081, -3.449, -0.685], [-7.132, -3.381, 0.260], [-5.674, -3.129, -0.073], [-4.927, -3.091, 0.891], [-5.277, -2.948, -1.454], [-6.228, -3.018, -2.395], [-7.687, -3.269, -2.063], [-8.460, -3.304, -3.007], [-6.024, -2.878, -3.697], [-7.335, -3.522, 1.558], [-9.123, -3.630, -0.463], [-4.227, -2.767, -1.657], [-6.903, -2.969, -4.110], [-6.452, -3.409, 1.966], [0.467, -4.610, -4.390], [-0.434, -3.787, -3.812], [-1.814, -4.266, -3.388], [-2.539, -3.411, -2.930], [-2.155, -5.664, -3.555], [-1.248, -6.471, -4.117], [0.118, -5.985, -4.572], [0.838, -6.847, -5.066], [-1.422, -7.767, -4.351], [-0.222, -2.527, -3.549], [1.449, -4.278, -4.697], [-3.132, -6.001, -3.238], [-0.581, -8.059, -4.757], [-0.982, -2.195, -3.007], [4.019, 3.793, 5.732], [3.326, 4.192, 6.807], [1.811, 4.097, 6.886], [1.322, 4.488, 7.937], [1.086, 3.586, 5.762], [1.771, 3.190, 4.669], [3.294, 3.248, 4.603], [3.825, 2.825, 3.595], [1.192, 2.728, 3.592], [3.857, 4.699, 7.906], [5.096, 3.848, 5.673], [0.008, 3.540, 5.814], [1.861, 2.542, 2.905], [3.095, 4.878, 8.493]], "forces_ev_per_a": [[-0.114, -0.292, 0.185], [-0.101, 0.117, -0.146], [0.326, -0.027, 0.096], [-0.261, -0.249, -0.055], [0.068, 0.195, -0.106], [0.101, 0.082, -0.087], [-0.125, -0.017, 0.203], [0.061, -0.040, -0.142], [0.053, -0.126, 0.146], [-0.090, 0.069, 0.079], [0.169, -0.010, -0.191], [-0.182, -0.006, -0.003], [0.128, 1.014, -0.319], [-0.003, -0.095, 0.199], [-0.423, -0.109, -0.140], [0.300, -0.460, -0.034], [0.128, -0.014, 0.040], [-0.044, -0.052, -0.088], [-0.010, 0.096, -0.008], [-0.019, -0.092, -0.102], [-0.003, 0.090, 0.012], [0.197, 0.020, 0.012], [-0.082, 0.066, 0.084], [0.128, -0.085, 0.123], [-0.121, 0.040, 0.074], [-0.076, 0.137, -0.033], [-0.079, -0.150, -0.019], [0.020, -0.173, 0.047], [-0.061, 0.099, -0.279], [0.058, -0.049, 0.072], [-0.035, 0.191, 0.128], [0.062, 0.187, -0.107], [-0.059, 0.042, -0.187], [0.145, 0.100, -0.089], [-0.014, -0.158, -0.025], [0.044, -0.132, 0.046], [-0.136, 0.089, 0.160], [0.014, 0.074, 0.163], [0.125, -0.134, -0.058], [0.043, -0.147, -0.023], [0.084, -0.114, -0.031], [0.050, 0.098, -0.066], [0.035, -0.100, -0.011], [-0.100, -0.046, 0.010], [0.022, 0.006, 0.107], [0.044, -0.081, -0.092], [-0.168, -0.026, 0.058], [-0.126, -0.030, 0.069], [0.115, -0.007, 0.016], [0.180, 0.135, 0.012], [-0.091, -0.048, -0.178], [0.208, 0.039, 0.222], [-0.163, -0.037, 0.131], [0.023, -0.014, 0.051], [-0.041, -0.008, -0.038], [0.312, 0.054, -0.035], [-0.398, -0.050, -0.046], [0.003, 0.009, 0.007], [-0.101, 0.002, -0.068], [-0.151, -0.021, -0.040], [0.191, 0.025, -0.006], [0.056, 0.045, -0.096], [-0.050, -0.135, 0.207], [0.191, 0.052, 0.015], [-0.297, -0.109, -0.080], [-0.088, -0.044, -0.015], [0.122, 0.017, -0.069], [-0.013, -0.051, -0.011], [0.014, 0.061, -0.003], [-0.301, -0.006, 0.137], [0.078, 0.187, 0.045], [-0.006, 0.031, 0.033], [0.012, -0.019, 0.009], [0.160, 0.002, -0.069], [0.101, 0.052, 0.031], [0.039, 0.014, 0.052], [-0.152, -0.051, -0.050], [0.144, 0.050, 0.076], [-0.082, -0.010, -0.029], [-0.112, -0.057, -0.103], [0.219, 0.106, 0.148], [0.040, 0.002, 0.034], [-0.126, 0.092, 0.022], [-0.281, -0.082, 0.042], [0.285, 0.016, -0.015], [-0.001, 0.002, 0.006], [0.003, -0.023, -0.034], [0.106, -0.032, -0.035], [-0.122, 0.012, 0.057]], "mulliken_charge": [-0.66, 0.00, -0.68, -0.54, -0.75, -1.39, 0.20, -0.20, 0.94, -1.50, -0.67, -1.49, 1.04, -1.25, -0.25, -0.39, -0.05, 0.28, 0.43, 0.31, 0.47, 0.12, 0.46, 0.27, 0.50, 0.38, 0.44, 0.67, -0.55, 0.60, -0.03, -1.01, 0.78, 0.37, 0.44, 0.48, 0.23, 0.44, 0.44, -0.51, 0.02, 0.51, 0.32, 0.08, -0.11, 0.22, -0.10, -1.07, 0.24, 1.01, -0.64, -0.82, 0.29, 1.03, -0.67, -0.58, -0.61, 0.42, 0.65, 0.38, 0.40, -1.04, 0.41, 0.91, -0.39, -1.11, 0.33, 1.22, -0.69, -0.62, -0.55, 0.45, 0.46, 0.37, 0.16, -1.18, 0.28, 1.23, -0.67, -0.97, 0.24, 0.85, -0.42, -0.35, -0.61, 0.45, 0.48, 0.07, 0.38], "lumo_energy_ev": 0.27, "total_charge": -1}


Number 1: maximum force 0.0369 Eh/bohr, DFT total energy -2753.78030 Eh. Number 2: maximum force 0.0208 Eh/bohr, DFT total energy -2941.32271 Eh.